1.
Density functional theory data (ωB97M-V/def2-TZVPD) for a cluster of 2 separate species, C4H12Cl2N2Si in total.

Positions of all 21 atoms, in Å:
C1 0.20 1.95 -0.04
C2 1.59 -1.34 -0.80
C3 1.67 -1.83 1.53
C4 -0.92 1.68 -1.06
N1 -2.04 1.48 -0.20
N2 1.31 -0.90 0.56
Si1 -2.64 -0.06 0.20
Cl1 -2.54 -1.26 -1.34
Cl2 -4.47 0.05 0.94
H1 0.76 1.08 0.29
H2 1.04 2.55 -0.22
H3 -0.16 2.32 0.99
H4 0.67 -1.67 -1.26
H5 2.05 -0.64 -1.48
H6 2.07 -2.32 -0.87
H7 1.89 -1.46 2.53
H8 0.92 -2.59 1.88
H9 2.38 -2.59 1.27
H10 -0.96 2.60 -1.62
H11 -0.55 0.73 -1.71
H12 -2.26 2.23 0.41

The HOMO energy (spin up / spin down) comes out at -9.289 / -6.944 eV. The total charge is 0. The calculation puts the lowest unoccupied orbital energy (spin up / spin down) at -0.0097 / -0.0105 hartree. The frontier orbital gap (spin up / spin down) is 9.03 / 6.66 eV. The energy relative to the best compared isomer or geometry (same formula, charge and spin) comes out at 102.6 kcal/mol. As for the spin multiplicity: 1.

Here are the Mulliken charges for atoms 1 to 2, given in e: number 1, C, carries -0.774; number 2, C, carries -0.992

***

2.
Density functional theory data (ωB97M-V/def2-TZVPD) for a cluster of 2 separate species, C2H4BrN in total.

Positions of all 8 atoms, in Å:
C1 0.19 0.13 0.93
C2 -0.57 -0.31 -1.60
N1 1.31 0.53 1.06
Br1 -1.14 -0.56 2.12
H1 -0.01 -0.97 -1.10
H2 0.03 0.50 -1.93
H3 -1.60 -0.27 -1.37
H4 1.78 0.95 1.89

The HOMO energy (spin up / spin down) comes out at -8.378 / -8.755 eV. The total charge is 0. The calculation puts the lowest unoccupied orbital energy (spin up / spin down) at 0.0066 / -0.0273 hartree. The frontier orbital gap (spin up / spin down) is 8.56 / 8.01 eV. The energy relative to the best compared isomer or geometry (same formula, charge and spin) comes out at 96.2 kcal/mol. As for the spin multiplicity: 1.

Here are the Mulliken charges for atoms 1 to 2, given in e: number 1, C, carries 0.127; number 2, C, carries -0.895

***

3.
Density functional theory data (ωB97M-V/def2-TZVPD) for a structure of composition C30H25ClN3O2Sn.

Positions of all 62 atoms, in Å:
Sn1 1.32 -0.77 -0.88
C1 -0.52 0.80 -4.96
O1 -1.07 -0.51 -4.63
C2 -0.67 -0.78 -3.40
N1 0.03 0.09 -2.78
C3 0.07 1.30 -3.61
C4 -0.75 2.43 -3.00
C5 -1.00 3.56 -3.78
C6 -1.78 4.59 -3.30
C7 -2.32 4.51 -2.02
C8 -2.05 3.41 -1.23
C9 -1.27 2.37 -1.72
C10 -1.04 -2.05 -2.76
C11 -1.81 -3.04 -3.35
C12 -2.13 -4.16 -2.59
C13 -1.66 -4.26 -1.28
C14 -0.90 -3.21 -0.78
N2 -0.61 -2.14 -1.51
C15 -0.39 -3.12 0.59
N3 0.37 -2.16 0.95
C16 0.49 -2.23 2.41
C17 -0.07 -3.65 2.72
O2 -0.75 -4.02 1.50
C18 -0.35 -1.16 3.09
C19 -0.18 -0.97 4.46
C20 -1.00 -0.10 5.16
C21 -1.99 0.60 4.49
C22 -2.15 0.43 3.13
C23 -1.35 -0.46 2.43
H1 -1.33 1.42 -5.32
H2 0.23 0.66 -5.73
H3 1.10 1.63 -3.72
H4 -0.58 3.63 -4.78
H5 -1.97 5.46 -3.91
H6 -2.95 5.31 -1.65
H7 -2.46 3.35 -0.23
H8 -1.07 1.50 -1.10
H9 -2.15 -2.93 -4.37
H10 -2.74 -4.95 -3.00
H11 -1.88 -5.11 -0.65
H12 1.53 -2.12 2.71
H13 -0.79 -3.65 3.53
H14 0.71 -4.39 2.91
H15 0.60 -1.51 4.98
H16 -0.88 0.02 6.23
H17 -2.64 1.28 5.04
H18 -2.92 0.99 2.60
H19 -1.49 -0.60 1.37
Cl1 3.65 1.68 -1.24
C24 3.74 1.29 0.46
C25 4.99 1.29 1.06
C26 5.09 0.95 2.40
C27 3.95 0.62 3.12
C28 2.71 0.65 2.51
C29 2.56 1.00 1.16
C30 1.22 1.04 0.52
H20 5.86 1.57 0.49
H21 6.06 0.95 2.88
H22 4.04 0.33 4.16
H23 1.82 0.39 3.07
H24 1.11 1.94 -0.10
H25 0.42 1.00 1.25

The HOMO energy comes out at -10.210 eV. The total charge is +1. The calculation puts the lowest unoccupied orbital energy at -0.1339 hartree. The frontier orbital gap is 6.57 eV. As for the spin multiplicity: 1.

Here are the Mulliken charges for atoms 1 to 2, given in e: number 1, Sn, carries 0.784; number 2, C, carries -0.572

***

4.
Density functional theory data (ωB97M-V/def2-TZVPD) for a structure of composition C6H14NO.

Positions of all 22 atoms, in Å:
C1 0.36 -0.25 1.66
N1 -0.67 0.74 1.48
C2 -1.58 0.59 0.12
C3 -1.99 -0.55 -0.89
O1 -1.22 -0.69 -2.03
C4 0.93 -1.03 0.46
C5 1.70 1.26 -0.62
C6 1.32 -0.24 -0.77
H1 1.28 0.18 2.11
H2 0.08 -1.05 2.35
H3 -2.58 1.03 0.35
H4 -1.11 1.31 -0.53
H5 -1.56 0.02 1.25
H6 -2.05 -1.55 -0.41
H7 -2.95 -0.18 -1.34
H8 1.78 -1.60 0.86
H9 0.18 -1.78 0.14
H10 1.15 1.63 0.28
H11 2.76 1.38 -0.29
H12 1.39 1.88 -1.46
H13 0.56 -0.33 -1.56
H14 2.22 -0.77 -1.17

The HOMO energy comes out at -2.636 eV. The total charge is -1. The calculation puts the lowest unoccupied orbital energy at 0.1484 hartree. The frontier orbital gap is 6.67 eV. The energy relative to the best compared isomer or geometry (same formula, charge and spin) comes out at 107.3 kcal/mol. As for the spin multiplicity: 1.

Here are the Mulliken charges for atoms 1 to 2, given in e: number 1, C, carries -0.834; number 2, N, carries -0.504

***

Energy
In order: -40243.821 -73666.823 -58430.289 -9981.972
Unit: eV
Max |F|
In order: 3.562 3.535 0.739 4.251
Unit: eV Å⁻¹